C15H38EuN5O2P3 | ωB97M-V/def2-TZVPD

Element x y z (Å)
1 Eu 0.635294 -0.220066 -0.838785
2 P 0.775669 2.759627 -0.765626
3 P 2.337528 -2.776238 -0.451140
4 N -1.344085 0.630770 -1.691400
5 N -0.489427 -2.159799 -1.789369
6 H -2.844115 -0.079448 -2.969013
7 H -2.565482 -2.519944 -2.003988
8 H -3.082484 -0.525998 -1.252103
9 C -2.313485 -0.403905 -2.052175
10 H -1.752439 -1.945589 -3.466469
11 C -1.790817 -1.830326 -2.370680
12 H -2.328973 2.140244 -2.881406
13 H -0.704607 -4.184484 -2.249176
14 C -1.282982 1.775879 -2.626409
15 C -0.047988 -3.408608 -1.815173
16 H -1.105009 3.788019 -1.981388
17 C -0.402590 2.975513 -2.240818
18 H 0.167510 3.224209 -3.144568
19 H 3.383371 -2.870076 -1.411502
20 H 2.848592 -3.791884 0.419418
21 H 1.952516 3.132276 -1.496949
22 H 0.535086 4.081107 -0.305853
23 O 2.474430 0.223594 -2.728133
24 C 2.308251 0.083926 -3.966702
25 C 2.086854 1.276276 -4.846385
26 C 1.846787 -1.222029 -4.516999
27 H -1.022652 1.396002 -3.659526
28 H 1.484336 2.021190 -4.269742
29 H 2.919131 1.854452 -5.296214
30 H 1.520456 0.996555 -5.740670
31 H 1.409469 -1.776030 -3.656226
32 H 1.128469 -1.005076 -5.346021
33 H 2.591837 -1.927398 -4.944640
34 C 1.202066 -3.860006 -1.342370
35 H 1.434287 -4.922410 -1.484618
36 C 2.099737 1.122149 2.994952
37 N 1.177296 0.003593 3.236138
38 C 1.844506 -1.303514 3.273226
39 P -0.384585 0.062491 2.634032
40 O -0.465213 -0.554680 1.258099
41 N -1.397946 -0.637883 3.770866
42 C -2.833537 -0.350664 3.598861
43 C -1.161523 -2.044135 4.125696
44 N -0.740048 1.688150 2.581440
45 C -0.733463 2.480558 3.817401
46 C -1.660772 2.201239 1.558331
47 H 3.055326 0.742625 2.613794
48 H 2.296690 1.654157 3.935534
49 H 1.696587 1.833810 2.261348
50 H 1.752675 -1.740823 4.274077
51 H 1.424756 -1.999796 2.532964
52 H 2.907052 -1.174673 3.044827
53 H -3.206090 -0.645082 2.602237
54 H -3.375719 -0.932211 4.351648
55 H -3.038809 0.714112 3.761104
56 H -1.045870 -2.683629 3.234875
57 H -0.274901 -2.132737 4.760357
58 H -2.035567 -2.389336 4.687090
59 H 0.123390 2.224298 4.450054
60 H -0.654424 3.542348 3.544028
61 H -1.659328 2.340768 4.399287
62 H -1.309808 3.194501 1.253039
63 H -1.683845 1.561525 0.664779
64 H -2.681380 2.292503 1.962736

Forces on atoms 1 to 3 (eV/Å):
0.331 -2.068 1.068
0.165 1.386 -1.447
0.096 -1.334 -0.888

Calculated values
- multiplicity = 8
- calculated total energy (a.u.) = -2752.40295
- net charge = +2
- maximum force (eV Å⁻¹) = 3.37

In elementary charge units, the Mulliken charges are: atom 1 (Eu): 0.736, atom 2 (P): -0.171, atom 3 (P): -0.174, atom 4 (N): 0.332, atom 5 (N): 0.192, atom 6 (H): 0.387, atom 7 (H): 0.409, atom 8 (H): 0.311, atom 9 (C): -0.719, atom 10 (H): 0.390, atom 11 (C): -0.743, atom 12 (H): 0.495, atom 13 (H): 0.357, atom 14 (C): -0.797, atom 15 (C): -0.206, atom 16 (H): 0.500, atom 17 (C): -0.865, atom 18 (H): 0.429, atom 19 (H): 0.117, atom 20 (H): 0.145, atom 21 (H): 0.141, atom 22 (H): 0.196, atom 23 (O): -0.664, atom 24 (C): 0.785, atom 25 (C): -0.841, atom 26 (C): -0.620, atom 27 (H): 0.488, atom 28 (H): 0.008, atom 29 (H): 0.385, atom 30 (H): 0.345, atom 31 (H): 0.023, atom 32 (H): 0.344, atom 33 (H): 0.340, atom 34 (C): -0.711, atom 35 (H): 0.429, atom 36 (C): -0.926, atom 37 (N): 0.183, atom 38 (C): -0.993, atom 39 (P): -0.412, atom 40 (O): -0.198, atom 41 (N): 0.077, atom 42 (C): -0.809, atom 43 (C): -0.724, atom 44 (N): 0.572, atom 45 (C): -0.934, atom 46 (C): -1.075, atom 47 (H): 0.355, atom 48 (H): 0.276, atom 49 (H): 0.314, atom 50 (H): 0.241, atom 51 (H): 0.345, atom 52 (H): 0.378, atom 53 (H): 0.271, atom 54 (H): 0.422, atom 55 (H): 0.174, atom 56 (H): 0.267, atom 57 (H): 0.172, atom 58 (H): 0.395, atom 59 (H): 0.284, atom 60 (H): 0.358, atom 61 (H): 0.309, atom 62 (H): 0.318, atom 63 (H): 0.246, atom 64 (H): 0.340

***

C9H23BaF3N2O11S | ωB97M-V/def2-TZVPD

Element x y z (Å)
1 Ba -0.955681 -0.149558 0.340876
2 N -0.216920 -1.751489 3.562201
3 O -0.742878 -1.960174 2.415659
4 O 0.248423 -0.601501 3.802539
5 O -0.294717 -2.611296 4.428885
6 C 2.051813 2.486999 -2.578245
7 F 2.638151 2.808514 -3.712052
8 F 2.812869 1.547441 -1.972945
9 F 2.033089 3.563439 -1.785870
10 S 0.363089 1.875235 -2.924729
11 O -0.249675 1.532528 -1.638218
12 O -0.233024 3.015641 -3.549582
13 O 0.601344 0.721649 -3.761628
14 C 3.656174 1.353076 1.399430
15 C 2.419709 0.567308 0.973692
16 C 2.589419 -0.888878 1.307341
17 O 1.600673 -1.702400 0.654546
18 C 1.878964 -3.060406 0.916567
19 N 1.147425 1.092341 1.548191
20 H 3.456119 2.420235 1.477207
21 H 4.471257 1.150478 0.705741
22 H 3.995975 1.031112 2.392297
23 H 2.339869 0.647385 -0.109462
24 H 2.527472 -1.079674 2.388005
25 H 3.581144 -1.236702 0.979118
26 H 2.690779 -3.417448 0.277260
27 H 0.982175 -3.647051 0.720871
28 H 2.101021 -3.210376 1.978272
29 H 1.170685 0.932147 2.562233
30 H 1.240672 2.109323 1.480755
31 C -1.163032 -3.243592 -1.401332
32 C -2.635379 -2.952245 -1.186895
33 O -2.748622 -2.297323 0.106066
34 O -0.399957 -2.034472 -1.636156
35 H -1.022314 -3.920512 -2.241042
36 H -0.779693 -3.625250 -0.452417
37 H -3.135115 -3.922966 -1.181105
38 H -2.999499 -2.215199 -1.907966
39 H -3.680314 -2.116156 0.269897
40 H -0.223863 -1.919158 -2.576947
41 C -3.800850 2.071020 -0.467421
42 C -2.851263 3.078227 0.092696
43 O -1.947488 2.428481 1.017479
44 O -3.096307 1.149457 -1.317136
45 H -4.586995 2.574323 -1.029520
46 H -4.231922 1.478906 0.340865
47 H -3.437217 3.856843 0.603412
48 H -2.293670 3.592700 -0.695105
49 H -1.656146 3.111609 1.628524
50 H -3.215769 1.367411 -2.244854

Forces on atoms 1 to 3 (eV/Å):
0.371 -0.218 0.076
-1.121 0.819 0.333
0.267 0.075 0.016

Calculated values
- calculated total energy (a.u.) = -2017.15744
- net charge = 0
- maximum force (eV Å⁻¹) = 1.44

In elementary charge units, the Mulliken charges are: atom 1 (Ba): 1.473, atom 2 (N): 0.855, atom 3 (O): -0.516, atom 4 (O): -0.655, atom 5 (O): -0.627, atom 6 (C): 0.588, atom 7 (F): -0.220, atom 8 (F): -0.254, atom 9 (F): -0.239, atom 10 (S): 1.067, atom 11 (O): -0.465, atom 12 (O): -0.696, atom 13 (O): -0.723, atom 14 (C): -1.653, atom 15 (C): 0.878, atom 16 (C): -1.115, atom 17 (O): 0.107, atom 18 (C): -0.831, atom 19 (N): -0.179, atom 20 (H): 0.424, atom 21 (H): 0.408, atom 22 (H): 0.374, atom 23 (H): -0.253, atom 24 (H): 0.543, atom 25 (H): 0.433, atom 26 (H): 0.274, atom 27 (H): 0.108, atom 28 (H): 0.388, atom 29 (H): 0.176, atom 30 (H): 0.159, atom 31 (C): -0.271, atom 32 (C): -0.350, atom 33 (O): -0.444, atom 34 (O): -0.327, atom 35 (H): 0.449, atom 36 (H): -0.039, atom 37 (H): 0.390, atom 38 (H): 0.259, atom 39 (H): 0.227, atom 40 (H): 0.172, atom 41 (C): -0.687, atom 42 (C): -0.224, atom 43 (O): -0.387, atom 44 (O): -0.388, atom 45 (H): 0.397, atom 46 (H): 0.264, atom 47 (H): 0.469, atom 48 (H): 0.219, atom 49 (H): 0.206, atom 50 (H): 0.234

***

C2H4NPS | ωB97M-V/def2-TZVPD

Element x y z (Å)
1 C -0.206056 -0.315225 -0.252263
2 C 1.173824 0.205485 -0.188417
3 P 2.579993 -0.916107 -0.241786
4 N 3.599523 -0.315463 0.997003
5 S 4.137341 0.512293 -0.325964
6 H -0.445010 -0.836851 0.683217
7 H -0.337111 -1.028354 -1.062875
8 H -0.924139 0.499122 -0.347625
9 H 1.316448 1.106967 0.404739

Forces on atoms 1 to 3 (eV/Å):
-0.243 0.016 -0.154
0.839 -0.269 1.038
-0.388 0.128 -0.774

Calculated values
- calculated total energy (a.u.) = -872.78724
- net charge = 0
- maximum force (eV Å⁻¹) = 1.36
- SMILES = CC=P1=NS1

In elementary charge units, the Mulliken charges are: atom 1 (C): -0.951, atom 2 (C): -0.149, atom 3 (P): 0.141, atom 4 (N): -0.286, atom 5 (S): -0.036, atom 6 (H): 0.286, atom 7 (H): 0.328, atom 8 (H): 0.302, atom 9 (H): 0.364

***

C6H16 | ωB97M-V/def2-TZVPD

Element x y z (Å)
1 C 2.008017 -1.660999 -1.670787
2 C 0.924650 -0.785503 -1.012640
3 C 1.192341 0.692870 -1.459482
4 H 2.920130 -1.095290 -1.875822
5 H 2.362827 -2.409458 -0.964029
6 H 1.663078 -2.060986 -2.620198
7 H 0.930284 -0.904956 0.059939
8 H -0.082084 -0.973703 -1.378899
9 H 2.073385 1.125811 -0.966286
10 H 0.340714 1.347702 -1.330323
11 H 1.695777 0.604678 -2.429055
12 C -0.377994 0.997174 1.700822
13 C -1.641869 0.982877 0.898713
14 C -2.527561 -0.152784 1.479432
15 H 0.373014 1.679359 1.279866
16 H -0.443663 1.206606 2.764874
17 H 0.166657 0.057470 1.609457
18 H -1.424281 0.807675 -0.150312
19 H -2.164481 1.925041 1.039596
20 H -2.568191 -0.004298 2.561127
21 H -1.930725 -1.070779 1.460093
22 H -3.490026 -0.308508 1.003914

Forces on atoms 1 to 3 (eV/Å):
-0.009 0.129 0.639
0.641 1.454 -1.025
1.562 -1.014 0.584

Calculated values
- calculated total energy (a.u.) = -238.16727
- net charge = 0
- maximum force (eV Å⁻¹) = 2.06
- SMILES = CCC.CCC

In elementary charge units, the Mulliken charges are: atom 1 (C): -1.301, atom 2 (C): 0.326, atom 3 (C): -1.312, atom 4 (H): 0.336, atom 5 (H): 0.397, atom 6 (H): 0.292, atom 7 (H): -0.080, atom 8 (H): 0.269, atom 9 (H): 0.296, atom 10 (H): 0.329, atom 11 (H): 0.446, atom 12 (C): -1.128, atom 13 (C): 0.028, atom 14 (C): -1.216, atom 15 (H): 0.290, atom 16 (H): 0.425, atom 17 (H): 0.214, atom 18 (H): 0.111, atom 19 (H): 0.302, atom 20 (H): 0.341, atom 21 (H): 0.308, atom 22 (H): 0.328

***

How do the records compare in relative energy (zero: lowest compared OMol25 entry of this formula, charge and spin)? In the order shown, they have 38.4 0.0 66.6 18.4 kcal per mole.